[1]
Here is C54H134Hg2N12O16 as an isolated structure at a distorted geometry from the OMol25 dataset. Energies are from the ωB97M-V functional and the def2-TZVPD basis.

The largest force on an atom comes out at 6.15 eV Å⁻¹. For the HOMO energy (spin up / spin down), the calculation gives -8.91 / -9.68 eV. The multiplicity is 2. The LUMO energy (spin up / spin down) comes out at -2.55 / -2.89 eV. Its total charge is +1.

Structure (XYZ):
```
218
Properties=species:S:1:pos:R:3:mulliken_charge:R:1
Hg 3.341 2.154 1.633 2.422
Hg -3.518 -1.125 3.612 0.577
C -1.059 1.269 1.383 -0.190
C 0.412 1.401 1.217 0.678
C 1.150 0.173 0.526 -0.773
O 2.355 0.338 0.344 0.563
C 0.360 -0.994 0.159 -0.629
C -0.964 -1.069 0.392 -0.260
C -1.672 0.101 1.124 -0.025
O -2.916 0.065 1.507 -0.211
O -1.600 -2.094 -0.003 1.265
O 1.116 2.338 1.596 -0.239
H -1.527 2.079 1.922 -0.415
H 0.859 -1.810 -0.341 1.065
C -1.707 -5.887 0.105 -1.526
C -1.535 -5.415 -1.294 2.250
C -1.654 -6.557 -2.334 -0.713
O -0.547 -7.429 -2.233 -0.395
C -0.994 -8.749 -2.726 -0.815
N -2.618 -4.443 -1.612 -0.465
H -2.489 -6.646 0.086 0.351
H -2.117 -5.107 0.746 0.318
H -0.863 -6.365 0.602 0.196
H -0.568 -4.919 -1.379 -0.420
H -1.580 -6.166 -3.349 0.018
H -2.594 -7.091 -2.200 0.549
H -1.784 -9.169 -2.103 0.338
H -0.216 -9.510 -2.671 0.290
H -1.333 -8.716 -3.762 0.303
H -2.628 -3.750 -0.878 -0.599
H -2.212 -3.794 -2.271 -0.168
C -2.863 -4.515 -5.406 -1.183
C -1.890 -3.648 -6.261 0.703
C -0.536 -3.716 -5.682 -1.121
O -0.575 -3.142 -4.359 0.080
C 0.640 -3.097 -3.689 -0.820
N -1.953 -4.134 -7.642 -0.733
H -2.956 -4.195 -4.368 0.237
H -2.670 -5.588 -5.395 0.277
H -3.867 -4.396 -5.812 0.397
H -2.223 -2.610 -6.276 0.238
H 0.055 -3.135 -6.391 0.255
H -0.072 -4.702 -5.650 0.373
H 1.031 -4.061 -3.364 0.349
H 0.596 -2.431 -2.827 -0.242
H 1.417 -2.732 -4.361 0.608
H -1.532 -5.045 -7.751 0.268
H -1.400 -3.539 -8.242 0.278
C 2.575 -0.232 -3.936 -0.516
C 3.473 -1.157 -3.010 1.175
C 4.836 -1.680 -3.698 -1.224
O 4.489 -2.686 -4.608 -0.291
C 5.566 -3.289 -5.295 -0.880
N 3.884 -0.348 -1.838 -0.332
H 2.177 -0.700 -4.836 0.370
H 3.093 0.704 -4.146 0.411
H 1.737 -0.048 -3.264 -0.307
H 2.901 -2.029 -2.695 -0.118
H 5.549 -1.990 -2.934 0.436
H 5.246 -0.843 -4.264 0.469
H 5.234 -3.506 -6.310 0.260
H 5.873 -4.256 -4.895 0.284
H 6.434 -2.637 -5.386 0.346
H 4.389 -0.927 -1.182 0.361
H 3.022 -0.189 -1.336 -0.571
C -4.155 -0.074 -2.053 -1.278
C -3.170 -0.264 -3.257 0.045
C -2.044 0.770 -3.211 0.318
O -1.305 0.892 -4.505 -0.481
C -0.214 1.844 -4.423 -0.229
N -2.629 -1.561 -3.005 -0.089
H -4.479 0.961 -1.951 0.543
H -3.832 -0.285 -1.033 -0.165
H -5.124 -0.546 -2.218 0.357
H -3.614 -0.199 -4.251 0.546
H -1.360 0.547 -2.393 -0.096
H -2.402 1.763 -2.936 0.072
H 0.398 1.742 -5.320 0.424
H 0.539 1.490 -3.718 -0.424
H -0.439 2.902 -4.292 0.319
H -1.849 -1.800 -3.601 -0.043
H -2.308 -1.618 -2.049 -0.314
C 2.822 4.856 -0.530 -1.231
C 2.642 3.489 -1.069 2.288
C 2.489 3.527 -2.587 -0.577
O 3.745 3.910 -3.195 -0.403
C 3.708 4.018 -4.602 -0.744
N 3.721 2.653 -0.599 0.230
H 1.886 5.415 -0.549 0.332
H 3.516 5.485 -1.088 0.346
H 3.171 5.011 0.491 -0.306
H 1.725 3.008 -0.729 -1.100
H 1.742 4.276 -2.850 1.089
H 2.193 2.568 -3.011 -0.366
H 3.486 3.058 -5.068 0.220
H 4.649 4.337 -5.050 0.289
H 2.967 4.745 -4.936 0.322
H 3.614 1.781 -1.098 -1.130
H 4.462 2.998 -1.192 0.648
C -4.642 2.515 3.337 -0.293
C -5.523 1.688 4.287 -0.291
C -6.993 2.111 4.183 -1.059
O -7.513 1.751 2.864 -0.187
C -8.760 2.322 2.532 -0.930
N -5.429 0.272 3.850 -0.235
H -4.683 3.577 3.577 0.816
H -4.897 2.320 2.295 -0.251
H -3.611 2.214 3.526 -0.322
H -5.174 1.850 5.307 0.534
H -7.037 3.199 4.226 0.534
H -7.584 1.654 4.977 0.439
H -8.925 2.107 1.476 0.271
H -8.743 3.405 2.651 0.326
H -9.548 1.874 3.138 0.326
H -6.103 0.251 3.098 -0.133
H -5.849 -0.230 4.619 0.403
C -1.334 3.841 -1.363 -1.060
C -1.892 4.763 -0.219 0.184
C -3.250 4.327 0.327 -0.348
O -4.264 4.504 -0.652 -0.460
C -5.536 4.227 -0.234 -0.576
N -0.860 4.795 0.811 -0.025
H -0.333 4.111 -1.700 0.199
H -2.007 3.739 -2.214 0.679
H -1.311 2.826 -0.967 -0.024
H -1.925 5.821 -0.482 0.475
H -3.418 4.972 1.190 0.590
H -3.393 3.320 0.717 -0.129
H -6.316 4.510 -0.941 0.366
H -5.776 4.507 0.792 0.333
H -5.648 3.145 -0.168 0.051
H -1.292 5.013 1.697 0.155
H -0.505 3.856 0.926 -0.752
C 7.312 0.177 1.671 -1.796
C 6.088 -0.361 1.035 0.925
C 6.084 -1.904 0.751 -1.549
O 4.964 -2.195 -0.075 0.102
C 4.861 -3.563 -0.515 -1.042
N 4.943 0.161 1.698 -0.239
H 7.485 -0.327 2.621 0.514
H 7.404 1.235 1.918 0.233
H 8.208 -0.050 1.093 0.420
H 6.121 0.033 0.019 -0.034
H 6.129 -2.532 1.640 0.341
H 6.987 -2.145 0.189 0.539
H 5.661 -3.703 -1.242 0.382
H 3.877 -3.617 -0.980 0.165
H 4.736 -4.336 0.244 0.348
H 4.298 -0.515 1.315 -0.316
H 4.973 -0.140 2.662 0.351
C 2.187 -3.756 1.741 -0.632
C 1.119 -4.438 2.652 0.397
C 1.524 -4.425 4.197 -1.057
O 2.752 -5.100 4.572 -0.375
C 2.776 -6.487 4.263 -0.704
N -0.184 -3.822 2.445 -0.214
H 1.897 -3.746 0.691 -0.013
H 3.157 -4.220 1.915 0.625
H 2.274 -2.725 2.083 -0.070
H 1.046 -5.457 2.272 0.303
H 0.690 -4.854 4.753 0.485
H 1.618 -3.392 4.530 0.350
H 3.752 -6.900 4.515 0.266
H 2.689 -6.731 3.204 0.259
H 2.004 -6.980 4.855 0.318
H -0.259 -2.873 2.782 0.302
H -0.251 -3.611 1.460 -0.581
C -5.420 -4.612 2.318 -1.461
C -4.477 -3.691 1.528 0.921
C -5.192 -2.485 0.773 -0.226
O -6.003 -1.586 1.607 -0.618
C -6.593 -0.502 0.884 -0.432
N -3.465 -3.153 2.401 -0.056
H -6.023 -4.002 2.990 0.286
H -4.852 -5.250 2.995 0.454
H -6.078 -5.151 1.636 0.394
H -4.095 -4.294 0.704 -0.314
H -5.886 -2.942 0.068 0.632
H -4.485 -1.887 0.198 -0.233
H -5.943 0.357 1.046 -0.101
H -7.584 -0.297 1.289 0.275
H -6.671 -0.716 -0.182 0.433
H -3.235 -3.925 3.010 0.406
H -2.691 -3.000 1.771 -0.630
C 4.873 3.462 4.572 -1.222
C 4.291 4.413 3.615 0.730
C 5.296 4.702 2.464 -1.295
O 5.427 3.518 1.646 0.196
C 6.429 3.583 0.623 -1.130
N 3.062 3.930 3.214 -0.268
H 5.217 2.522 4.142 0.142
H 4.316 3.296 5.495 0.417
H 5.791 3.995 4.821 0.432
H 4.059 5.391 4.037 0.133
H 6.202 5.141 2.881 0.554
H 4.762 5.446 1.872 0.447
H 7.424 3.793 1.017 0.235
H 6.153 4.385 -0.061 0.302
H 6.528 2.617 0.128 0.220
H 2.446 4.702 3.007 -0.451
H 2.604 3.597 4.051 0.387
C 1.401 7.510 4.427 -1.478
C 0.668 6.277 3.815 1.142
C -0.851 6.452 3.731 -1.477
O -1.651 5.438 3.242 -0.254
C -1.477 4.226 3.964 -0.087
N 1.145 5.983 2.485 -0.366
H 0.980 7.900 5.354 0.428
H 1.530 8.315 3.704 0.361
H 2.417 7.189 4.659 0.284
H 0.868 5.392 4.419 0.150
H -1.114 7.409 3.281 0.336
H -1.142 6.646 4.763 0.581
H -0.794 3.523 3.489 0.198
H -2.421 3.680 3.975 -0.549
H -1.197 4.319 5.014 0.602
H 1.032 6.773 1.867 0.530
H 0.441 5.442 2.004 -0.163
```

---

[2]
Here is C12H25BiCl2N3 as an isolated structure at a distorted geometry from the OMol25 dataset. Energies are from the ωB97M-V functional and the def2-TZVPD basis.

The largest force on an atom comes out at 4.92 eV Å⁻¹. For the HOMO energy, the calculation gives -3.02 eV. The LUMO energy comes out at 2.70 eV. Its total charge is -1.

Structure (XYZ):
```
43
Properties=species:S:1:pos:R:3:mulliken_charge:R:1
Bi -0.944 -0.933 -0.288 1.209
Cl -2.219 1.029 -1.625 -0.686
Cl 1.161 -2.309 0.557 -0.662
C -2.377 -1.712 0.927 -1.587
H -2.093 -2.819 0.986 0.325
H -3.262 -1.725 0.193 0.292
C 0.036 -2.256 -2.656 -0.299
C -1.149 -2.428 -2.089 -0.664
H 0.880 -2.698 -2.153 0.539
C -2.520 -2.016 -2.717 -0.564
H -1.335 -3.026 -1.118 0.690
C -2.311 -1.908 -4.201 -0.920
H -3.249 -2.783 -2.390 0.309
H -2.960 -1.054 -2.334 0.282
C -1.136 -0.984 -4.497 -0.643
H -2.090 -2.922 -4.532 0.333
H -3.214 -1.523 -4.659 0.374
C 0.191 -1.504 -3.918 -0.667
H -1.019 -0.888 -5.571 0.349
H -1.311 0.008 -4.069 0.256
H 0.675 -2.184 -4.640 0.354
H 0.882 -0.663 -3.765 0.290
C -0.230 1.113 4.367 -1.213
N 0.895 1.621 3.608 0.151
C 2.047 2.025 4.382 -1.012
C 0.873 1.426 2.250 0.443
N -0.113 0.777 1.681 -0.548
N 1.885 1.911 1.476 0.132
C 2.827 2.938 1.863 -0.988
C 1.829 1.568 0.069 -0.749
H -0.076 1.360 5.413 0.331
H -0.319 0.024 4.257 0.391
H -1.154 1.579 4.011 0.394
H 2.964 1.509 4.064 0.336
H 2.190 3.115 4.346 0.242
H 1.844 1.754 5.423 0.360
H -0.808 0.505 2.387 0.124
H 3.651 2.526 2.462 0.237
H 3.262 3.356 0.951 0.355
H 2.341 3.754 2.416 0.323
H 1.945 0.483 -0.051 0.151
H 0.868 1.872 -0.369 0.277
H 2.644 2.080 -0.445 0.354
```

---

[3]
Here is C34H27N5PReSSe2 as an isolated structure at a distorted geometry from the OMol25 dataset. Energies are from the ωB97M-V functional and the def2-TZVPD basis.

The largest force on an atom comes out at 1.73 eV Å⁻¹. For the HOMO energy (spin up / spin down), the calculation gives -9.67 / -10.23 eV. The multiplicity is 4. The LUMO energy (spin up / spin down) comes out at -3.76 / -4.74 eV. Its total charge is +1.

Structure (XYZ):
```
71
Properties=species:S:1:pos:R:3:mulliken_charge:R:1
Re 0.393 -0.729 0.890 -1.076
C -4.170 -0.181 -2.225 -0.507
C -3.268 -1.219 -2.403 -0.811
C -2.431 -1.601 -1.372 -0.178
C -2.493 -0.942 -0.145 -0.985
C -3.395 0.113 0.027 0.522
C -4.223 0.489 -1.013 -0.963
N -1.605 -1.264 0.890 0.610
C -2.079 -1.632 2.100 0.726
C -3.357 -2.163 2.357 -0.729
C -3.674 -2.588 3.625 -0.732
C -2.770 -2.461 4.688 -0.741
C -1.528 -1.913 4.483 -0.707
C -1.160 -1.521 3.191 0.793
N 0.047 -0.988 2.843 1.671
N 0.934 -0.748 3.740 -1.539
C 2.060 -0.165 3.276 0.243
C 3.026 0.309 4.176 -0.632
C 4.092 1.026 3.686 -0.292
C 4.203 1.232 2.312 -1.046
C 3.247 0.688 1.481 -0.108
N 2.204 -0.006 1.932 0.392
H -4.831 0.108 -3.028 0.459
H -3.215 -1.734 -3.349 0.446
H -1.739 -2.424 -1.495 0.558
H -3.409 0.644 0.967 0.550
H -4.914 1.307 -0.876 0.426
H -4.061 -2.257 1.544 0.513
H -4.635 -3.042 3.809 0.439
H -3.053 -2.797 5.671 0.433
H -0.820 -1.787 5.285 0.498
H 2.872 0.134 5.227 0.550
H 4.819 1.444 4.361 0.431
H 5.020 1.796 1.893 0.471
H 3.324 0.798 0.406 0.527
S 3.130 -1.716 -0.660 -0.246
C 2.286 -3.004 0.101 0.702
C 2.832 -4.296 0.052 -0.880
C 2.167 -5.342 0.646 -0.267
C 0.942 -5.086 1.263 -0.904
C 0.469 -3.793 1.286 0.067
N 1.125 -2.757 0.744 0.287
H 3.766 -4.439 -0.463 0.465
H 2.580 -6.340 0.624 0.423
H 0.365 -5.879 1.710 0.469
H -0.478 -3.568 1.759 0.365
Se -0.176 1.769 0.662 -0.264
P 0.372 1.512 -1.454 0.174
Se 0.743 -0.633 -1.820 -0.273
C 1.830 2.520 -1.883 1.009
C 1.822 3.846 -1.467 -0.601
C 2.884 4.668 -1.794 -0.728
C 3.945 4.163 -2.531 -0.507
C 3.947 2.839 -2.943 -0.671
C 2.887 2.009 -2.622 -0.238
C -0.964 2.107 -2.538 1.053
C -1.039 1.656 -3.849 -0.482
C -2.026 2.156 -4.678 -0.657
C -2.925 3.099 -4.205 -0.546
C -2.848 3.537 -2.893 -0.668
C -1.870 3.039 -2.054 -0.462
H 0.986 4.221 -0.892 0.392
H 2.877 5.702 -1.483 0.424
H 4.771 4.810 -2.789 0.417
H 4.770 2.450 -3.524 0.435
H 2.883 0.977 -2.950 0.402
H -0.338 0.916 -4.211 0.418
H -2.087 1.809 -5.696 0.442
H -3.688 3.487 -4.861 0.421
H -3.546 4.269 -2.519 0.458
H -1.808 3.359 -1.022 0.360
```

---

[4]
Here is the molecule C4H7NOS at a distorted geometry from the OMol25 dataset. Energies are from the ωB97M-V functional and the def2-TZVPD basis.

The largest force on an atom comes out at 6.59 eV Å⁻¹. For the HOMO energy, the calculation gives -8.25 eV. The LUMO energy comes out at 0.67 eV. As for the SMILES: COC(=S)N1CC1. Its total charge is 0.

Structure (XYZ):
```
14
Properties=species:S:1:pos:R:3:mulliken_charge:R:1
C -0.811 -1.570 1.692 -0.540
O -0.876 -0.663 0.563 -0.301
C 0.224 -0.235 -0.063 0.395
S 1.776 -0.468 0.455 -0.290
N 0.275 0.781 -1.169 -0.315
C -0.919 1.854 -0.636 -0.384
C -1.197 0.996 -1.732 -0.206
H -1.785 -1.719 2.205 0.207
H -0.481 -2.521 1.225 0.271
H 0.094 -0.840 2.349 0.262
H -0.487 3.016 -0.539 0.213
H -1.401 1.529 0.208 0.253
H -2.113 0.292 -1.806 0.198
H -0.941 1.307 -2.804 0.238
```

---

[5]
Here is the molecule C8H12 at a distorted geometry from the OMol25 dataset. Energies are from the ωB97M-V functional and the def2-TZVPD basis.

The largest force on an atom comes out at 6.30 eV Å⁻¹. For the HOMO energy, the calculation gives -9.03 eV. The LUMO energy comes out at 1.19 eV. As for the SMILES: C1C[C@@H]2[C@@H]3CC[C@@H]1[C@H]23. Its total charge is 0.

Structure (XYZ):
```
20
Properties=species:S:1:pos:R:3:mulliken_charge:R:1
C -0.498 -1.003 1.325 -0.647
C -1.818 -0.164 1.062 -0.587
C -1.074 1.083 0.155 -0.686
C 0.243 1.307 -0.881 -0.465
C 1.036 0.253 -1.797 -0.475
C 1.407 -1.043 -0.824 -0.703
C 0.122 -0.649 0.121 -0.144
C 0.434 0.872 0.436 -0.347
H 0.166 -0.487 2.102 0.236
H -0.446 -2.168 1.660 0.244
H -1.910 0.360 2.105 0.333
H -2.810 -0.717 0.781 0.290
H -1.403 2.002 0.309 0.577
H 0.506 2.338 -1.157 0.373
H 2.107 0.911 -2.154 0.288
H 0.383 -0.151 -2.689 0.256
H 2.384 -1.159 -0.126 0.251
H 1.096 -2.054 -1.217 0.332
H -0.746 -0.856 -0.486 0.329
H 0.821 1.328 1.274 0.544
```